DFT (the ωB97M-V functional and the def2-TZVPD basis) results for one molecule with the formula C27H28N2O5S.

Computed properties:
Structure (SMILES) = CCOC(=O)c1c(NC(=O)C2c3ccccc3Oc3ccccc32)sc(C(=O)N(CC)CC)c1C
Kohn-Sham gap = 8.7 eV
Relative energy (zero: lowest compared OMol25 entry of this formula, charge and spin) = 0.0 kJ/mol
Total energy = -1929.6475 Ha
Strongest force on any atom = 0.77 eV Å⁻¹
Net charge = 0
HOMO energy = -8.168 eV
Lowest unoccupied orbital energy = 0.521 eV

Structure (XYZ):
```
63
C27H28N2O5S | the Open Molecules 2025 dataset | the ωB97M-V functional and the def2-TZVPD basis
C 3.1129 3.4982 -3.3897
C 3.2885 2.0531 -3.8350
O 3.1256 1.1467 -2.7461
C 1.8769 0.8290 -2.4050
O 0.9000 1.2677 -2.9973
C 1.7771 -0.0805 -1.2716
C 0.5292 -0.4279 -0.7786
N -0.6680 0.0032 -1.2779
C -1.8442 -0.3274 -0.6837
O -1.8797 -1.0461 0.2927
C -3.0766 0.2920 -1.3563
C -4.2985 -0.1225 -0.5842
C -4.9401 -1.3278 -0.8206
C -5.9996 -1.7305 -0.0286
C -6.4219 -0.9274 1.0184
C -5.8033 0.2835 1.2588
C -4.7426 0.6886 0.4565
O -4.1917 1.9128 0.7229
C -3.4440 2.5004 -0.2542
C -3.2286 3.8714 -0.1490
C -2.5196 4.5360 -1.1297
C -2.0469 3.8463 -2.2347
C -2.2529 2.4826 -2.3354
C -2.9290 1.7911 -1.3392
S 0.6002 -1.4771 0.5714
C 2.3502 -1.4714 0.4927
C 3.1467 -2.3664 1.3695
O 3.9378 -3.1609 0.8854
N 2.9516 -2.2782 2.7055
C 2.2090 -1.2296 3.3667
C 0.8996 -1.7174 3.9819
C 3.6483 -3.2460 3.5372
C 2.9709 -4.6128 3.5094
C 2.8299 -0.7147 -0.5373
C 4.2799 -0.5536 -0.8397
H 3.8065 3.7308 -2.5853
H 3.3035 4.1630 -4.2273
H 2.0965 3.6569 -3.0370
H 2.5613 1.8077 -4.6161
H 4.3019 1.8740 -4.1999
H -0.5806 0.6361 -2.0783
H -3.1098 -0.0841 -2.3853
H -4.5929 -1.9587 -1.6259
H -6.4869 -2.6741 -0.2198
H -7.2405 -1.2428 1.6474
H -6.1210 0.9291 2.0622
H -3.6288 4.3913 0.7070
H -2.3500 5.5981 -1.0395
H -1.5125 4.3660 -3.0146
H -1.8837 1.9517 -3.2012
H 2.8456 -0.8080 4.1547
H 2.0058 -0.4369 2.6447
H 1.0891 -2.4549 4.7575
H 0.2638 -2.1610 3.2204
H 0.3714 -0.8780 4.4262
H 3.6891 -2.8564 4.5559
H 4.6681 -3.3504 3.1530
H 1.9411 -4.5454 3.8504
H 3.5109 -5.3052 4.1500
H 2.9785 -4.9986 2.4939
H 4.4662 -0.7702 -1.8887
H 4.5963 0.4711 -0.6504
H 4.8642 -1.2353 -0.2294
```